(1)
22
Properties=species:S:1:pos:R:3:forces:R:3 method="wB97M-V/def2-TZVPD" fmax_ha_per_bohr=0.074 relative_energy_kj_mol=0.0 gap_ev=7.11 total_charge=-2 e_tot_ha=-931.77026
C -0.58023 -1.33793 -1.92493 -0.47 -0.04 -2.57
C -0.21666 -0.80513 -0.79669 -0.86 2.97 2.18
C -0.93724 -1.42591 0.36327 1.47 -2.56 -0.09
C -1.41751 2.07388 0.12801 -0.51 -0.93 0.92
C -0.08865 1.38203 0.60847 -0.55 1.22 -0.27
C 0.51306 0.51357 -0.45394 1.56 -3.26 -0.18
N -0.06378 -2.11516 1.08133 0.95 0.99 0.01
O 3.09196 -0.86662 -0.83781 -1.09 1.50 0.40
O 2.91490 1.46459 0.42209 -0.16 -0.84 -0.23
O -2.16370 -1.52079 0.40047 -1.61 0.71 0.33
O 2.05264 -0.75631 1.46437 -0.79 0.52 -0.89
P 2.34505 0.08326 0.11250 0.79 -0.62 0.11
H -0.45882 -0.96761 -2.96104 0.58 -0.03 0.72
H -1.27719 -2.14697 -1.83284 -0.22 -0.54 -0.22
H -1.33733 2.82905 -0.68428 0.24 -0.49 0.50
H -1.95285 2.51452 1.01039 0.46 0.03 -0.68
H -2.09497 1.24177 -0.19390 0.44 0.70 -0.06
H -0.30307 0.77392 1.49183 -0.08 0.05 -0.04
H 0.70613 2.10389 0.91011 -0.66 -0.32 -0.22
H 0.57547 0.93816 -1.41334 0.47 1.41 -1.16
H 1.13637 -1.39767 1.23466 0.81 0.02 0.60
H -0.44356 -2.57854 1.87128 -0.77 -0.48 0.83

=====

(2)
9
Properties=species:S:1:pos:R:3:forces:R:3 method="wB97M-V/def2-TZVPD" fmax_ha_per_bohr=0.080 relative_energy_kj_mol=206.0 gap_ev=7.97 total_charge=0 e_tot_ha=-1223.15184
C -1.71141 -0.29230 0.10645 1.36 2.93 2.48
O 1.15551 -0.09832 -1.45242 0.29 -1.01 -3.36
O 1.45007 -0.91270 0.77929 0.78 -0.40 1.08
O 0.10711 1.09603 0.29941 0.41 -1.21 0.35
F 2.46369 1.18123 0.03654 0.05 -0.45 0.35
S 1.25423 0.18617 -0.09712 -1.39 3.58 1.54
Cl -0.88195 -1.59823 -0.02152 -0.42 -3.41 -0.11
H -1.93098 0.25877 -0.74184 -0.78 0.79 -1.70
H -1.90627 0.17936 1.09123 -0.31 -0.82 -0.63

=====

(3)
13
Properties=species:S:1:pos:R:3:forces:R:3 method="wB97M-V/def2-TZVPD" smiles="C1=NSC[NH2+]C1" fmax_ha_per_bohr=0.062 relative_energy_kj_mol=264.3 gap_ev=9.45 total_charge=+1 e_tot_ha=-625.87152
C 0.86603 -1.20432 0.76261 -0.75 2.62 -1.26
C 0.56802 0.31740 0.90461 0.00 -0.90 2.63
C -0.41479 0.45906 -1.30144 -2.85 0.03 -1.47
N 0.45489 -1.83686 -0.22936 0.45 -2.05 0.86
N -0.73747 0.59058 0.15848 -2.73 0.11 0.62
S -0.44181 -1.42843 -1.47040 0.01 1.93 -1.82
H 1.49877 -1.64677 1.46451 0.79 -0.76 1.21
H 0.49275 0.48399 2.07531 -0.13 0.24 -2.60
H 1.40810 0.87666 0.44739 -0.79 0.12 0.42
H -1.26028 0.90460 -1.97505 1.07 -1.10 1.45
H 0.38931 1.15029 -1.52940 0.80 -0.77 0.02
H -1.54552 -0.16858 0.36234 2.49 1.72 -0.25
H -1.27799 1.50239 0.33039 1.63 -1.20 0.18

=====

(4)
11
Properties=species:S:1:pos:R:3:forces:R:3 method="wB97M-V/def2-TZVPD" fmax_ha_per_bohr=0.341 gap_ev="7.54 / 5.22" total_charge=+3 multiplicity=6 e_tot_ha=-1828.73798
O 0.26528 -2.89810 0.52953 4.56 7.39 0.28
C 0.85759 -1.85822 0.55324 -4.50 -10.81 -0.94
Fe 0.85723 0.09790 0.53459 1.41 -2.48 -3.44
O -4.22965 0.16623 -2.68350 -0.10 0.00 -0.02
C -3.14629 0.20710 -2.45873 -0.63 0.04 -0.53
C 2.31353 0.23451 -0.69924 6.69 0.28 -10.77
O 2.83760 0.26198 -1.78400 -3.95 -0.14 8.58
C 0.81352 1.84377 0.81560 -3.95 13.39 -2.72
O 0.27879 2.82347 0.37870 3.69 -6.52 3.22
O -0.88928 -0.65419 2.75424 8.13 3.95 -6.03
C 0.04169 -0.22445 2.05957 -11.35 -5.09 12.38

=====

(5)
5
Properties=species:S:1:pos:R:3:forces:R:3 method="wB97M-V/def2-TZVPD" fmax_ha_per_bohr=0.024 gap_ev="6.46 / 5.24" total_charge=0 multiplicity=3 e_tot_ha=-1018.95776
C 0.07912 0.32103 0.04044 -0.75 -0.24 0.80
P 0.52282 -1.15989 1.02020 0.07 0.59 0.63
P 0.58915 -1.33647 -0.99611 -0.35 -0.11 -1.15
I -1.95535 1.02229 -0.03263 1.13 -0.40 -0.30
H 0.76427 1.15305 -0.03190 -0.11 0.16 0.01

=====

(6)
12
Properties=species:S:1:pos:R:3:forces:R:3 method="wB97M-V/def2-TZVPD" fmax_ha_per_bohr=0.009 relative_energy_kj_mol=383.4 gap_ev=7.67 total_charge=0 e_tot_ha=-302.54708
N 1.51553 -0.12764 0.07136 0.23 0.04 0.02
C 0.24441 0.13798 -0.66710 0.02 -0.05 -0.01
C -0.82368 -0.92787 -0.77821 -0.07 -0.37 -0.24
O -1.77769 0.00833 -0.19100 -0.11 0.09 0.09
C -0.70385 0.81908 0.16262 0.13 0.27 0.31
N -0.59778 1.73534 1.04039 -0.21 -0.26 -0.21
H 1.58227 0.56351 0.83903 -0.11 -0.03 -0.27
H 1.61560 -1.06319 0.49622 -0.19 0.17 -0.16
H 2.28635 0.01599 -0.57250 0.24 -0.05 0.26
H -1.14313 -1.24025 -1.77847 0.02 0.06 0.18
H -0.71314 -1.81872 -0.13405 -0.03 0.13 -0.03
H -1.48490 1.89743 1.51170 0.07 0.00 0.05